one | ORCA calculation (ωB97M-V/def2-TZVPD) on a molecular structure, AgFH12O6.

Geometry (Å):
Ag1 -1.46 -1.76 -0.11
F1 -0.37 -0.33 -0.38
O1 -0.24 1.89 -0.50
H1 -0.09 0.94 -0.51
H2 0.57 2.26 -0.16
O2 -0.34 -0.03 -2.58
H3 -0.61 -0.14 -1.67
H4 0.17 -0.83 -2.77
O3 -0.99 0.81 1.68
H5 -1.00 0.58 0.75
H6 -1.41 1.67 1.72
O4 1.18 -0.32 1.25
H7 0.68 -0.50 0.46
H8 0.51 -0.07 1.90
O5 1.60 0.56 -0.93
H9 1.29 1.30 -1.45
H10 1.00 -0.15 -1.14
O6 -0.44 -2.01 1.21
H11 0.12 -1.24 1.34
H12 -0.15 -2.63 1.88

Calculated values
HOMO (spin up / spin down) = -15.42 / -14.03 eV
charge = +1
multiplicity = 2

two | ORCA calculation (ωB97M-V/def2-TZVPD) on a molecular structure, AgFH12O6.

Geometry (Å):
Ag1 -0.01 -2.40 1.53
F1 0.20 -0.67 0.21
O1 -3.50 0.02 -0.33
H1 -2.73 0.08 -0.91
H2 -3.16 -0.19 0.55
O2 2.31 -2.00 -1.48
H3 1.99 -1.53 -0.70
H4 2.04 -2.92 -1.37
O3 2.05 0.68 1.79
H5 1.77 0.38 2.67
H6 1.48 0.18 1.15
O4 -0.88 0.05 -2.37
H7 -0.77 -0.13 -1.42
H8 -0.73 -0.79 -2.80
O5 1.26 2.08 -0.90
H9 0.45 1.53 -1.06
H10 1.04 2.69 -0.15
O6 -1.15 0.80 2.12
H11 -1.09 1.76 2.04
H12 -0.58 0.40 1.44

Calculated values
HOMO (spin up / spin down) = -15.15 / -14.44 eV
charge = +1
multiplicity = 2

Stability check: which of them is most stable? two.